Computed, not measured: a cluster of 2 separate species, CH4ClNP2 in total, with wB97M-V/def2-TZVPD.

Its energy relative to the best compared isomer or geometry (same formula, charge and spin) is 283.7 kJ/mol. The total energy is -33688.82760 eV. The highest occupied orbital energy (spin up / spin down) is -8.99 / -8.28 eV.

The geometry in ORCA input format:
```
! wB97M-V def2-TZVPD RIJCOSX def2/J DEFGRID3
* xyz 0 1
C -0.8283 0.8236 0.8539
N -0.3458 -1.8100 1.8432
P -0.1594 -0.9247 0.6405
P 0.6606 -0.3533 -2.1039
Cl 2.0387 -1.7440 -2.4621
H -1.9120 0.7451 0.9235
H -0.4379 1.2147 1.7905
H -0.5536 1.4591 0.0176
H 1.5376 0.5895 -1.5031
*
```